No. 1
Molecular formula: C54H42CsN5
Method: DFT, ωB97M-V/def2-TZVPD

E in eV: -64678.122
Frontier orbital gap in eV: 5.089
LUMO level in hartree: 0.139
F_max in eV/Å: 1.0
HOMO level in hartree: -0.0482

```
! RIJCOSX wB97M-V def2-TZVPD def2/J DEFGRID3
* xyz -2 1
Cs 0.39604 0.70993 -1.14113
C 4.47127 5.80317 3.20712
C 4.19050 5.65184 1.85558
C 3.48202 4.54500 1.41107
C 3.03824 3.57607 2.30734
C 3.32486 3.73640 3.65993
C 4.03689 4.84021 4.10731
C 2.30082 2.37484 1.80699
C 0.95341 2.23922 2.18271
C 0.24898 3.05501 3.14944
C -0.92614 2.41752 3.40230
C -0.93739 1.24012 2.55274
N 0.17836 1.17293 1.83624
C -1.97647 0.24493 2.50934
C -2.06105 -0.82250 1.64127
C -3.11407 -1.84352 1.66474
C -2.91116 -2.62777 0.59028
C -1.71343 -2.10352 -0.09937
C -1.05731 -2.77232 -1.18943
C -1.85241 -3.43661 -2.21818
C -3.25397 -3.27692 -2.29100
C -4.02232 -3.89612 -3.26082
C -3.43616 -4.67525 -4.25000
C -2.05009 -4.76894 -4.26129
C -1.28013 -4.15366 -3.29006
C 0.38134 -2.88932 -1.16425
N 1.20847 -1.96245 -0.71083
C 2.46461 -2.50976 -0.61473
C 3.59800 -1.86106 -0.17172
C 4.87841 -2.62247 -0.22530
C 5.58013 -2.90923 0.94645
C 6.76491 -3.62830 0.91219
C 7.27739 -4.07251 -0.30075
C 6.59322 -3.78861 -1.47362
C 5.40661 -3.06877 -1.43487
C 3.68050 -0.52453 0.36664
C 4.91077 0.16134 0.70697
C 4.54491 1.38418 1.18224
C 3.09968 1.41877 1.14396
N 2.62943 0.25280 0.61694
C 2.39892 -3.91307 -1.03453
C 1.12211 -4.14844 -1.38972
N -1.24642 -1.04940 0.55667
C -3.08433 0.41612 3.49496
C -3.23294 -0.44084 4.58267
C -4.27458 -0.27543 5.48522
C -5.18302 0.76091 5.32146
C -5.03849 1.63007 4.24789
C -3.99970 1.45813 3.34481
H 5.02697 6.66522 3.55629
H 4.52380 6.39795 1.14455
H 3.26420 4.41850 0.35768
H 2.98766 2.97828 4.35565
H 4.25744 4.94732 5.16303
H 0.59669 3.97543 3.59195
H -1.69062 2.72473 4.10000
H -3.87668 -1.95693 2.42028
H -3.45773 -3.51883 0.32247
H -3.74886 -2.62042 -1.58960
H -5.09585 -3.74004 -3.25830
H -4.03518 -5.14809 -5.01832
H -1.55127 -5.30732 -5.05968
H -0.20685 -4.19164 -3.39412
H 5.17801 -2.56204 1.89014
H 7.28885 -3.84602 1.83546
H 8.20402 -4.63333 -0.33007
H 6.98780 -4.12419 -2.42555
H 4.87417 -2.83923 -2.34938
H 5.91634 -0.21700 0.60315
H 5.19813 2.16232 1.54729
H 3.20777 -4.62661 -0.99816
H 0.69592 -5.09726 -1.67550
H -2.51844 -1.24478 4.71156
H -4.37307 -0.95630 6.32262
H -5.99501 0.89289 6.02653
H -5.74003 2.44451 4.11065
H -3.88415 2.13579 2.50716
C -0.35321 1.53754 -4.45125
C -0.12713 2.83611 -3.94904
C 1.26275 3.07042 -3.97692
C 1.89088 1.91966 -4.49183
C 0.89191 0.97176 -4.78335
H -1.30976 1.04084 -4.54909
H -0.87986 3.51752 -3.56925
H 1.76201 3.97673 -3.65602
H 2.95596 1.78617 -4.63691
H 1.04912 -0.02437 -5.17882
C -5.68379 1.89614 -2.20385
C -4.29111 1.57986 -1.64286
C -4.39352 0.63077 -0.44514
C -3.41296 0.95634 -2.72647
C -3.69799 2.85211 -1.18088
N -3.28494 3.86156 -0.81808
H -6.14928 0.96809 -2.54115
H -5.61502 2.57812 -3.05213
H -6.31990 2.34825 -1.44130
H -4.83353 -0.31405 -0.76948
H -5.01666 1.05315 0.34513
H -3.40765 0.41909 -0.03464
H -3.86900 0.02583 -3.06998
H -2.42216 0.72129 -2.34273
H -3.28840 1.63006 -3.57363
*
```

=====

No. 2
Molecular formula: C54H42N9PdS3
Method: DFT, ωB97M-V/def2-TZVPD

E in eV: -106066.693
Frontier orbital gap in eV: 4.636
LUMO level in hartree: 0.036
F_max in eV/Å: 3.1
HOMO level in hartree: -0.1339

```
! RIJCOSX wB97M-V def2-TZVPD def2/J DEFGRID3
* xyz -1 1
Pd -1.74364 1.69685 -0.03204
C -3.51110 -3.05218 0.25622
C -4.63022 -2.26830 0.87829
C -4.85122 -0.99501 1.17071
C -4.06933 0.17038 0.73425
N -2.79177 0.15477 0.59887
C -2.05939 -1.07240 0.91636
N -4.95511 1.19075 0.53073
C -4.59654 2.37687 0.30751
N -3.31038 2.87308 0.09392
C -3.32261 4.25556 0.12691
N -2.36896 5.09304 0.24302
C -1.09241 4.74129 0.00060
C -0.19766 5.80626 0.14193
C 1.11844 5.64606 -0.26054
C 1.49054 4.46156 -0.89819
C 0.54951 3.48676 -1.05131
N -0.68963 3.54041 -0.56305
C -4.78380 4.67599 0.07126
C -5.34525 5.89839 -0.12471
C -6.72063 5.97501 -0.21655
C -7.50768 4.82295 -0.18421
C -6.92411 3.57502 0.03390
C -5.54264 3.50239 0.15643
H -3.22009 -3.72334 1.06580
H -5.37762 -2.95375 1.24143
H -5.82952 -0.80850 1.60182
H -2.35120 -1.40082 1.91183
H -0.61132 6.77399 0.47229
H 1.85048 6.46566 -0.16036
H 2.51006 4.31429 -1.31771
H 0.76605 2.59900 -1.66793
H -4.79199 6.80165 -0.14109
H -7.16879 6.90950 -0.25331
H -8.57413 4.82313 -0.30104
H -7.54275 2.69459 0.03033
N -0.32081 0.15084 -0.14140
S 1.29601 0.66007 -0.38002
N 2.40696 -0.49036 -0.23793
S 2.80621 -1.64982 -1.34883
N 2.00738 -2.53515 -2.17471
S 0.22453 -2.14172 0.87779
N -0.63414 -0.64804 0.99481
C 0.06261 -2.57342 2.58069
C -0.90114 -3.47246 3.01255
C -0.96456 -3.79278 4.36058
C -0.13380 -3.18522 5.26883
C 0.90412 -2.31847 4.83218
C 0.99538 -2.04097 3.49234
C -0.97111 -2.98931 -0.02720
C -0.75917 -4.20056 -0.68542
C -1.66115 -4.91997 -1.40723
C -3.05608 -4.66959 -1.65582
C -3.91634 -3.83792 -1.01478
C -2.24502 -2.20486 -0.09358
C 4.20519 -0.73663 -2.22845
C 4.50295 -1.10114 -3.53989
C 5.48918 -0.40594 -4.21032
C 6.19201 0.64511 -3.63507
C 5.88017 1.00759 -2.34016
C 4.89791 0.31301 -1.62974
C 3.86692 -2.57135 -0.18627
C 4.25170 -2.24862 1.10605
C 5.01469 -3.14267 1.87274
C 5.41630 -4.36964 1.33009
C 4.97068 -4.72863 0.03435
C 4.13770 -3.85255 -0.67583
C 0.70755 0.51008 -2.43819
C 1.52138 1.27663 -3.31588
C 1.28876 1.39114 -4.66824
C 0.12352 0.83421 -5.15925
C -0.67159 0.03513 -4.36545
C -0.39306 -0.11847 -3.01774
C 1.54214 0.96774 1.55341
C 0.53230 1.33155 2.42001
C 0.80669 1.60309 3.76941
C 2.08643 1.57011 4.24030
C 3.12260 1.29211 3.34362
C 2.82116 1.07199 2.01231
H -1.56788 -3.92455 2.28984
H -1.72196 -4.48700 4.71101
H -0.30287 -3.32303 6.32638
H 1.49957 -1.84425 5.60129
H 1.75287 -1.34474 3.17242
H 0.23146 -4.60881 -0.68658
H -1.27932 -5.71398 -1.99513
H -3.46957 -5.16725 -2.52235
H -4.93086 -3.80310 -1.39669
H -2.37497 -1.67571 -1.08052
H 3.89137 -1.80894 -3.99433
H 5.72142 -0.65314 -5.24405
H 6.93078 1.20410 -4.20367
H 6.35909 1.88548 -1.88178
H 4.62760 0.58153 -0.61677
H 3.99397 -1.30770 1.55863
H 5.29132 -2.86398 2.89664
H 6.07344 -5.05261 1.83830
H 5.14364 -5.72612 -0.28612
H 3.68073 -4.10360 -1.62591
H 2.35511 1.84399 -2.94704
H 1.95382 1.96478 -5.32653
H -0.11972 0.99006 -6.17573
H -1.58586 -0.36314 -4.80135
H -1.06292 -0.69673 -2.39497
H -0.45460 1.38424 2.12993
H -0.02802 1.85204 4.42749
H 2.30838 1.76085 5.28306
H 4.14189 1.27513 3.65537
H 3.68533 0.96110 1.35213
*
```

=====

> The highest E belongs to which entry?

C54H42CsN5

=====

> What is the LUMO level in the first record?

0.139 hartree

=====

> Which of these has the lowest frontier orbital gap?

C54H42N9PdS3

=====

> Which value of LUMO level does entry 1 give?

0.139 hartree